C12H10BeN2O5 as an isolated structure, computed with ωB97M-V with the def2-TZVPD basis set.

net charge	+2
energy relative to the best compared isomer or geometry (same formula, charge and spin)	0.0	kcal per mole
strongest force on any atom	0.129	hartree/bohr
E_tot	-963.0418	Ha
frontier orbital gap	0.1717	hartree
highest occupied orbital energy	-14.6	eV
multiplicity	1

Geometry as XYZ:
```
30
C12H10BeN2O5, DFT ωB97M-V with the def2-TZVPD basis set
Be -2.7772 -0.2906 0.3647
O -0.8060 -1.8976 2.1746
C -1.4718 -1.2982 1.4805
C -2.5878 0.9967 -1.0914
O -2.6171 1.7172 -1.9667
C -2.3440 0.9205 1.8254
O -2.0609 1.5828 2.7401
C -1.9814 -1.4845 -1.1968
O -1.3444 -1.9607 -2.0149
C -4.2039 -1.2340 0.9426
H -4.1696 -2.3026 0.6478
H -4.3187 -1.0503 2.0307
C -4.6253 -0.2675 0.0211
H -5.0571 0.6896 0.3638
H -4.9045 -0.5554 -1.0058
N 5.3983 -0.8930 -0.7467
C 4.0228 -1.0573 -0.5818
O 3.6071 -2.2184 -0.6359
C 3.0069 0.0317 -0.4092
C 3.3371 1.3846 -0.3768
C 2.3231 2.3150 -0.1766
C 0.9680 1.9451 -0.0337
N 0.7209 0.6472 -0.1121
C 1.6128 -0.2923 -0.2544
H 5.9178 -1.7592 -0.7867
H 5.9472 -0.0561 -0.5440
H 4.4049 1.6510 -0.4919
H 2.5634 3.3600 -0.1151
H 0.1866 2.7009 0.1538
H 1.2528 -1.3242 -0.2044
```

C12H10BrO10Pd as an isolated structure, computed with ωB97M-V with the def2-TZVPD basis set.

⟨S²⟩	3.76
strongest force on any atom	0.147	hartree/bohr
E_tot	-3917.3957	Ha
frontier orbital gap (alpha / beta)	0.2694 / 0.1910	hartree
highest occupied orbital energy (alpha / beta)	-8.3 / -8.2	eV
multiplicity	4

Geometry as XYZ:
```
34
C12H10BrO10Pd, DFT ωB97M-V with the def2-TZVPD basis set
Pd 0.0158 -2.2737 -0.7473
Br 2.3084 -3.4968 -1.6779
C -1.2052 0.9927 -3.4557
C -0.9020 -0.2115 -2.6622
C -1.6662 -1.5798 -3.0479
O -1.4165 -2.5539 -2.2944
C -2.6777 -1.5367 -4.0192
C -3.0109 -0.3688 -4.5993
C -2.1959 0.9072 -4.4047
O -2.4130 2.0033 -5.0553
O -4.0306 -0.4191 -5.4199
O -0.0997 -0.2961 -1.7586
H -0.6082 1.8911 -3.4031
H -3.2298 -2.4381 -4.2406
C 3.4037 1.1894 2.1083
C 4.2815 -0.0334 1.8440
O 3.4040 -1.0539 2.0110
C 2.3024 -0.6475 1.4085
O 1.4641 -1.3904 0.8491
O 2.2009 0.6963 1.4986
H 3.5971 2.0544 1.4740
H 3.3749 1.4344 3.1700
H 5.0449 -0.0480 2.6218
H 4.7594 -0.0748 0.8652
C -1.0797 0.6364 3.7990
C -1.3690 1.7026 2.7757
O -1.6760 0.9834 1.5930
C -1.3443 -0.2883 1.8352
O -1.4611 -1.1143 0.9820
O -0.9190 -0.5269 3.0897
H -1.8725 0.6285 4.5470
H -0.1955 0.8001 4.4150
H -0.4731 2.3231 2.7560
H -2.3113 2.1093 3.1429
```

An isolated molecule of C12H10ClF17Si, computed with ωB97M-V with the def2-TZVPD basis set.

energy relative to the best compared isomer or geometry (same formula, charge and spin)	7.0	kcal per mole
strongest force on any atom	0.061	hartree/bohr
E_tot	-2910.7157	Ha
frontier orbital gap	0.4029	hartree
highest occupied orbital energy	-10.3	eV
multiplicity	1

Geometry as XYZ:
```
41
C12H10ClF17Si, DFT ωB97M-V with the def2-TZVPD basis set
F 1.8377 -0.1023 -3.7610
F 0.1711 1.3701 -3.2873
F 0.6669 -0.3206 -1.9687
F 3.2407 1.7501 -2.8222
F 1.5725 2.6388 -1.6707
F -1.9937 -2.0441 1.7979
F -1.4096 0.0415 1.5417
F 3.0014 -0.5205 -1.0484
F 3.9833 1.3372 -0.4361
F -0.5581 -1.3497 3.7904
F 0.7178 -2.5466 2.4486
F 0.6801 0.9647 0.2429
F 2.2817 2.0813 1.2323
F 1.8532 -0.4863 3.8566
F 0.6058 0.9574 2.7751
F 2.0180 -1.3890 0.9028
F 3.4245 -0.1503 2.0685
Cl -3.2594 0.4241 -2.9524
C 1.1708 0.5835 -2.8006
C -0.4731 -1.5763 0.0955
C 2.1960 1.5068 -2.0132
C -0.9917 -1.2160 1.5081
C 2.8193 0.7941 -0.7474
C 0.0921 -1.3739 2.6243
C 1.9718 0.9605 0.5749
C 1.1929 -0.2338 2.7158
C 2.2073 -0.2285 1.5399
C -1.5010 1.7138 -0.5952
C -3.9511 -0.1439 0.0645
C -1.4981 -1.5023 -1.0159
Si -2.4481 0.1576 -1.0437
H 0.3309 -0.8781 -0.1878
H -0.0221 -2.5777 0.1627
H -1.1625 1.6330 0.4668
H -0.6628 1.6632 -1.2850
H -2.0142 2.6409 -0.7921
H -4.6203 0.7021 0.0713
H -4.5311 -0.9984 -0.2668
H -3.6631 -0.3888 1.1067
H -2.2559 -2.2607 -0.8656
H -1.0198 -1.6332 -2.0272
```

> What is the E_tot in the first record?

-963.0418 Ha

> strongest force on any atom of number 2 (C12H10BrO10Pd)?

0.147 hartree/bohr

> Number 2 is which compound?

C12H10BrO10Pd

> The highest strongest force on any atom belongs to which entry?

C12H10BrO10Pd